Molecular formula: C40H43CoN10O
Method: DFT, wB97M-V/def2-TZVPD

Structure (XYZ):
```
95
Properties=species:S:1:pos:R:3:forces:R:3
Co 0.1012 0.9962 -0.8622 -0.14 -0.19 -0.81
C 2.9515 -0.3289 -1.0926 -0.01 -0.04 -0.13
N 2.0944 0.8565 -1.0311 0.08 0.14 0.32
C 2.6620 2.0144 -0.9869 -0.03 0.06 0.00
C 1.8178 3.1519 -0.9069 0.06 -0.15 0.00
C 2.0284 4.5268 -0.9382 -0.07 0.10 0.04
C 0.7538 5.1048 -0.9259 0.08 -0.01 0.02
C -0.1618 4.0517 -0.8952 -0.06 -0.08 0.03
N 0.4732 2.8651 -0.8752 0.18 0.44 -0.03
C 3.7720 -0.5248 0.1562 -0.01 0.03 0.08
C 5.1389 -0.2752 0.1669 0.00 -0.04 -0.02
C 5.8761 -0.4091 1.3380 -0.01 0.00 0.00
C 5.2497 -0.7904 2.5141 0.00 0.01 -0.01
C 3.8827 -1.0445 2.5139 0.02 0.01 -0.01
C 3.1541 -0.9137 1.3431 -0.03 0.00 0.00
H 3.6121 -0.2586 -1.9620 0.01 0.02 0.02
H 2.2908 -1.1727 -1.2562 -0.01 -0.14 -0.01
H 3.7463 2.1193 -1.0116 0.00 -0.01 -0.03
H 2.9811 5.0304 -0.9782 0.00 0.01 0.00
H 0.5102 6.1541 -0.9505 0.01 0.00 0.00
H -1.2383 4.1209 -0.9003 -0.01 -0.02 -0.01
H 5.6363 0.0186 -0.7507 0.00 0.01 0.00
H 6.9406 -0.2150 1.3292 0.00 0.00 0.00
H 5.8224 -0.8930 3.4263 0.00 0.00 0.00
H 3.3870 -1.3463 3.4285 0.00 0.00 0.00
H 2.0862 -1.0987 1.3496 0.01 0.01 -0.02
C -3.4924 0.4377 -4.9535 0.01 0.00 0.02
C -2.1212 -0.1218 -4.6383 0.03 0.06 0.02
N -1.6292 0.4848 -3.4115 0.08 -0.14 -0.02
C -2.4015 0.9271 -2.3828 -0.06 0.06 -0.14
N -1.8132 1.3067 -1.2820 -0.19 0.14 0.37
C -2.6455 1.8696 -0.2223 0.02 -0.05 -0.02
C -3.8439 2.6001 -0.7948 0.03 0.04 -0.03
C -4.6374 1.6286 -1.6389 0.01 -0.12 0.04
N -3.7502 0.9543 -2.5794 0.09 0.16 -0.07
C -4.3520 0.2702 -3.7165 0.01 -0.05 0.04
H -3.9333 -0.0882 -5.7996 0.01 -0.01 0.00
H -3.4140 1.4962 -5.2087 -0.02 0.00 -0.01
H -1.4111 0.1051 -5.4329 -0.01 -0.01 -0.01
H -2.1767 -1.2125 -4.5403 -0.01 -0.01 0.00
H -0.6713 0.2941 -3.1616 -0.04 0.00 0.03
H -2.0275 2.5432 0.3678 0.01 -0.01 0.01
H -2.9759 1.0806 0.4683 -0.03 0.01 0.01
H -3.4920 3.4229 -1.4228 -0.03 0.02 0.02
H -4.4709 3.0195 -0.0085 0.00 -0.03 0.01
H -5.4123 2.1406 -2.2123 0.01 0.01 -0.01
H -5.1374 0.8921 -0.9978 -0.03 0.01 0.00
H -5.3505 0.6813 -3.8595 0.02 0.04 -0.03
H -4.4671 -0.7983 -3.4938 -0.06 0.00 0.00
C -1.8741 -5.2212 -0.4358 0.00 0.05 0.03
N -1.8712 -3.8306 -0.8693 0.03 -0.11 -0.03
N -0.6824 -3.1372 -1.0118 0.05 0.08 0.03
C -0.9391 -1.7864 -0.9876 -0.09 0.03 -0.19
O -0.0462 -0.9452 -1.2629 0.17 -0.28 0.24
C -2.3277 -1.6616 -0.6980 -0.05 -0.06 0.08
C -2.8433 -2.9280 -0.6201 -0.05 0.01 0.01
C -4.2215 -3.3753 -0.2807 0.00 0.02 -0.01
C 0.4962 -3.7794 -1.4980 -0.05 0.03 0.03
C 0.4704 -4.4543 -2.7098 0.04 0.05 -0.05
C 1.6245 -5.0785 -3.1580 -0.01 0.01 0.00
C 2.7910 -5.0091 -2.4069 0.00 -0.01 0.01
C 2.8035 -4.3313 -1.1960 0.01 0.02 0.00
C 1.6466 -3.7258 -0.7292 0.02 -0.04 0.03
H -0.8822 -5.6362 -0.5848 -0.01 -0.01 -0.03
H -2.5812 -5.7895 -1.0360 -0.01 0.00 0.01
H -2.1379 -5.2994 0.6194 0.02 -0.01 0.01
H -2.8663 -0.7390 -0.5912 0.00 -0.11 0.03
H -4.8975 -2.5240 -0.2841 0.00 0.01 0.00
H -4.2507 -3.8271 0.7128 0.01 0.00 0.00
H -4.5864 -4.1142 -0.9941 0.00 0.00 -0.01
H -0.4409 -4.4816 -3.2945 0.00 -0.01 0.01
H 1.6150 -5.6121 -4.0987 0.00 0.00 0.00
H 3.6907 -5.4918 -2.7637 0.00 0.00 -0.01
H 3.7088 -4.2775 -0.6058 0.00 -0.01 -0.01
H 1.6320 -3.2227 0.2286 0.01 0.06 -0.02
N 2.4285 5.2389 8.4920 0.01 0.01 0.01
C 2.0727 4.5969 7.6091 -0.04 -0.04 -0.07
C 1.6278 3.7870 6.5040 0.05 0.05 0.08
C 2.2880 3.8623 5.2809 -0.01 -0.01 -0.03
C 1.8769 3.0667 4.2265 0.02 0.03 0.03
C 0.7951 2.2150 4.3990 -0.03 -0.07 -0.05
C 0.1240 2.1416 5.6104 0.01 0.03 0.04
C 0.5471 2.9255 6.6689 -0.04 -0.01 -0.01
N 0.3745 1.3981 3.3122 0.03 0.01 -0.03
C 0.0067 0.0704 3.3602 0.01 0.03 0.04
C -0.2403 -0.2935 2.0740 -0.05 0.07 -0.01
N -0.0371 0.7828 1.2394 -0.05 -0.07 0.21
C 0.3268 1.7761 2.0135 0.10 0.05 -0.03
H 3.1281 4.5323 5.1632 0.01 0.00 0.01
H 2.4052 3.0943 3.2826 0.00 -0.01 -0.01
H -0.7315 1.4888 5.7206 0.00 0.00 -0.01
H 0.0333 2.8844 7.6190 0.01 -0.01 0.01
H -0.0156 -0.4796 4.2841 0.00 -0.01 0.00
H -0.5379 -1.2580 1.7004 -0.04 -0.01 -0.03
H 0.5551 2.7754 1.6760 0.01 0.00 0.00
```
Positions in Å, forces in eV/Å.

Output
2S+1: 2
Kohn-Sham gap (spin up / spin down), Ha: 0.2852 / 0.2853
⟨S²⟩: 0.76
HOMO (spin up / spin down), eV: -9.625 / -9.625
Electronic energy, eV: -96750.449
Net charge: +1